Record 1
Entry from OMol25: C5H10O2 in the gas phase (ωB97M-V/def2-TZVPD).

```
17
Properties=species:S:1:pos:R:3:forces:R:3:lowdin_charge:R:1
C -0.251816 -0.907339 1.873388 -0.159 -0.073 0.192 -0.1033
O 0.703860 -0.470954 0.932256 0.081 -0.040 -0.057 -0.1502
C 0.188236 0.166088 -0.225628 -0.041 0.039 -0.214 -0.5697
C -0.893998 -0.627269 -0.953974 -0.068 -0.049 0.010 -0.0135
C 1.380116 0.368652 -1.162298 0.074 0.042 -0.047 -0.0071
C -0.292984 1.569974 0.154624 -0.176 0.187 -0.231 -0.1958
O -0.937837 2.280120 -0.576913 0.210 -0.302 0.372 0.0719
H -1.053710 -0.169105 2.032679 0.136 -0.087 -0.035 0.0952
H 0.279729 -1.050644 2.817442 -0.092 0.012 -0.135 0.0938
H -0.713058 -1.860800 1.581133 0.073 0.162 0.029 0.0886
H -1.669229 -1.001915 -0.279496 0.081 0.132 -0.085 0.0799
H -0.436065 -1.479127 -1.467233 -0.122 0.090 0.104 0.0923
H -1.371431 0.020809 -1.693486 0.075 -0.093 0.070 0.0931
H 1.661873 -0.594380 -1.597883 0.038 0.137 0.108 0.0906
H 1.103635 1.056520 -1.966410 0.057 -0.114 0.079 0.0965
H 2.234635 0.774577 -0.613873 -0.106 -0.012 -0.069 0.0946
H 0.068043 1.924796 1.145670 -0.060 -0.032 -0.091 0.1429
```
Positions in Å, forces in eV/Å.

Output
- Orbital gap: 10.45 eV
- E_HOMO: -9.6 eV
- Charge: 0
- Relative energy (zero: lowest compared OMol25 entry of this formula, charge and spin): 38.9 kcal per mole


Record 2
Entry from OMol25: a molecular structure, C9H12AsBiCl3N2OS4 (ωB97M-V/def2-TZVPD).

```
33
Properties=species:S:1:pos:R:3:forces:R:3:lowdin_charge:R:1
Bi -0.528206 -0.660559 -0.277749 -0.167 0.138 -0.146 1.0565
S -3.272713 -1.671473 3.752003 0.019 0.132 -0.107 -0.1293
As -1.816123 -2.197196 2.379653 -0.044 -0.215 0.147 -0.4795
S -0.212588 -0.550724 2.165324 -0.038 -0.039 0.159 -0.0743
S -2.540259 -2.067084 0.224756 -0.148 -0.140 0.204 -0.0814
S -0.812354 -4.025764 2.661347 0.091 0.001 -0.079 -0.1441
Cl -2.037856 6.970356 0.136093 -0.002 -0.021 0.000 0.6148
C -2.008186 5.226796 0.031195 -0.032 -0.020 -0.006 -0.6896
C -0.802153 4.564058 -0.032934 0.061 -0.011 0.002 -0.1589
C -0.796124 3.181509 -0.118318 -0.023 0.079 -0.008 -0.5608
Cl 0.761164 2.393630 -0.230342 -0.037 -0.001 -0.003 0.6407
C -1.960247 2.384647 -0.139032 -0.153 -0.089 0.047 -0.4920
O -2.007736 1.099017 -0.211528 0.265 0.199 -0.194 -0.4116
C -3.164501 3.141325 -0.076667 0.028 0.005 0.011 -0.5816
Cl -4.657433 2.265128 -0.109575 0.012 0.008 -0.002 0.6978
C -3.198775 4.516147 0.006608 -0.007 0.013 0.005 -0.1489
H 0.131110 5.109086 -0.018910 -0.005 -0.007 0.000 0.0973
H -4.149473 5.028020 0.054773 0.006 -0.002 0.000 0.0998
N 2.368097 -0.615900 -0.067027 0.158 0.002 -0.070 -0.0939
C 3.080593 -1.337956 -1.121140 -0.019 -0.002 0.015 -0.2854
C 2.935133 -2.848810 -0.991835 0.045 -0.005 -0.027 -0.2079
C 1.536629 -3.423916 -1.163427 0.018 -0.002 0.078 -0.2725
N 0.621972 -2.985436 -0.108952 0.038 -0.061 -0.108 -0.1624
H 2.598858 0.369960 -0.073398 0.046 -0.022 0.027 0.0309
H 2.583892 -0.972597 0.857671 -0.017 0.001 0.007 0.0621
H 4.153499 -1.108518 -1.143170 -0.005 0.044 0.014 0.1035
H 2.669485 -1.014875 -2.083182 -0.006 -0.012 -0.008 0.1102
H 3.332177 -3.168340 -0.020239 -0.008 0.018 -0.009 0.1159
H 3.576613 -3.305895 -1.749982 0.029 -0.010 0.030 0.1080
H 1.622407 -4.515841 -1.176562 -0.010 -0.010 -0.029 0.1111
H 1.130519 -3.126916 -2.136231 -0.015 0.034 0.009 0.1096
H 1.050406 -3.053891 0.812219 -0.061 -0.017 0.033 0.0178
H -0.187839 -3.598004 -0.031453 -0.019 0.013 0.004 -0.0021
```
Positions in Å, forces in eV/Å.

Output
- Orbital gap: 6.82 eV
- E_HOMO: -4.6 eV
- Charge: -1
- Relative energy (zero: lowest compared OMol25 entry of this formula, charge and spin): 12.4 kcal per mole


Record 3
Entry from OMol25: a molecular structure, C4H6N2O at a distorted geometry (ωB97M-V/def2-TZVPD).

```
13
Properties=species:S:1:pos:R:3:forces:R:3:lowdin_charge:R:1
N -0.199342 2.286059 -0.163454 -0.153 -0.594 0.134 0.1808
C -0.425527 1.109015 0.209631 0.150 0.420 -0.338 -0.3913
O -1.174357 0.599747 1.243569 -0.132 0.081 0.053 0.0206
C -0.699336 -0.757975 1.005322 0.141 -0.401 0.372 -0.0560
C 0.166451 -0.240774 -0.105763 0.573 -0.077 1.115 -0.4012
C 0.780801 -0.997999 -1.438633 -1.714 0.163 0.652 -0.0331
N 1.535011 -0.404786 -0.353705 0.230 0.345 0.106 0.0355
H -0.684776 2.976938 0.410199 0.008 -0.118 -0.079 0.0701
H -0.114211 -1.150329 1.830521 -0.173 -0.030 0.312 0.1290
H -1.540338 -1.409342 0.743310 0.267 0.101 -0.014 0.1301
H -0.234105 -0.438238 -1.537911 0.907 -0.115 -2.102 0.1300
H 0.653195 -2.062155 -1.230409 -0.198 0.113 -0.202 0.0780
H 1.936533 0.489839 -0.612675 0.094 0.112 -0.011 0.1076
```
Positions in Å, forces in eV/Å.

Output
- Orbital gap: 10.26 eV
- E_HOMO: -9.3 eV
- Charge: 0
- Relative energy (zero: lowest compared OMol25 entry of this formula, charge and spin): 119.2 kcal per mole


Record 4
Entry from OMol25: C6H4 in the gas phase at a distorted geometry (ωB97M-V/def2-TZVPD).

```
10
Properties=species:S:1:pos:R:3:forces:R:3:lowdin_charge:R:1
C -0.479072 -1.233649 -1.527475 0.664 -0.276 -1.389 -0.0186
C -0.718877 -0.810851 -0.218676 1.860 1.127 2.849 -0.1806
C 0.718487 -0.712010 -1.295772 -1.369 0.806 2.455 0.1007
C 0.112994 -0.229011 0.955161 -0.445 -1.559 -3.147 -0.0864
C -1.159423 0.377406 0.563593 0.560 -1.053 -0.525 -0.0865
C 1.239443 0.133809 0.064369 2.681 -1.100 -0.028 -0.1446
H -1.277649 1.299599 0.126730 0.143 2.374 -1.455 0.0874
H -1.978902 0.206762 1.145447 -1.941 -0.917 1.881 0.0762
H 2.335114 -0.252287 0.281908 -2.453 0.888 -0.418 0.1417
H 1.207885 1.220232 -0.095284 0.299 -0.290 -0.223 0.1106
```
Positions in Å, forces in eV/Å.

Output
- Orbital gap: 7.67 eV
- E_HOMO: -8.7 eV
- Charge: 0
- Relative energy (zero: lowest compared OMol25 entry of this formula, charge and spin): 124.2 kcal per mole


Record 5
Entry from OMol25: a molecular structure, C14H14N2O3PtS at a distorted geometry (ωB97M-V/def2-TZVPD).

```
35
Properties=species:S:1:pos:R:3:forces:R:3:lowdin_spin:R:1
C 2.157256 -1.804036 -2.907616 0.866 -0.342 0.599 0.0376
C 1.595871 -3.017582 -2.366276 1.369 0.753 1.078 0.1362
C 2.087676 -3.169034 -0.990381 -0.049 1.579 -0.637 0.0032
C 2.796804 -1.899221 -0.655120 -0.850 -1.073 -1.357 0.0057
C 2.897586 -1.138995 -1.899226 -0.398 -0.917 -0.306 0.1216
Pt 0.585339 -1.766727 -0.467332 -0.988 -0.267 -1.882 0.5984
N -1.223471 -0.585074 -2.855565 2.873 -0.444 1.754 0.0571
C -2.374631 -0.738467 -3.573239 -0.818 1.596 0.824 0.4951
C -1.478008 -1.673343 -1.941803 0.560 -0.901 1.458 0.0488
H 1.973521 -4.027612 -0.360889 0.200 -0.404 0.132 -0.0010
H 1.037080 -3.767911 -2.910880 -0.077 0.135 0.078 0.0104
H 3.260426 -1.680383 0.285565 0.418 0.006 0.138 -0.0002
H 3.417363 -0.187596 -2.011326 -0.252 -0.199 0.052 0.0097
H 2.044433 -1.476441 -3.941551 -0.126 0.039 0.392 0.0002
H -1.361633 -2.689611 -2.305736 -0.195 0.110 -0.109 0.0028
H -2.286637 -1.362802 -4.428141 -0.633 -0.251 -0.645 0.0469
H -1.047798 0.158738 -2.164727 -0.483 0.396 -1.279 0.0071
H -2.232087 -1.484156 -1.157891 -0.108 -0.259 -0.487 0.0019
H -3.179009 -0.150938 -3.146343 -0.978 -0.444 -0.847 0.0411
O 1.905678 0.446824 3.781248 2.115 0.258 0.821 0.0069
S 0.558186 0.179573 3.463267 -3.972 -0.018 -4.080 0.0126
O -0.233612 -0.609305 4.384346 0.457 0.090 0.180 0.0078
N 0.375331 -0.364043 1.872655 0.912 -0.558 1.809 0.0407
C -0.221789 0.487538 1.051400 0.633 -0.272 -2.044 0.0723
O -0.183930 0.305389 -0.258496 -0.759 0.857 3.574 0.0172
C -0.761629 1.671512 1.727074 0.415 0.089 -0.568 0.0497
C -1.389789 2.782064 1.160393 -0.194 0.442 0.291 0.0282
C -1.583816 3.918454 1.952045 0.118 -0.376 0.261 0.0182
C -1.137624 3.940981 3.299509 0.038 -0.104 0.111 0.0614
C -0.491214 2.816779 3.865182 -0.298 0.082 -0.707 0.0081
C -0.317135 1.703245 3.046261 0.042 0.852 1.678 0.0467
H -1.695803 2.733814 0.113966 0.102 0.103 0.301 0.0015
H -2.080252 4.800265 1.532206 0.198 -0.313 0.167 0.0003
H -1.291096 4.840207 3.908662 0.055 -0.346 -0.276 0.0065
H -0.121590 2.807895 4.898757 -0.191 0.104 -0.473 -0.0009
```
Positions in Å, forces in eV/Å.

Output
- Orbital gap (alpha / beta): 2.62 / 4.58 eV
- E_HOMO (alpha / beta): 2.3 / 0.3 eV
- Multiplicity: 3
- Charge: -2


Record 6
Entry from OMol25: a gas-phase ion, C5H10NO (charge -2) at a distorted geometry (ωB97M-V/def2-TZVPD).

```
17
Properties=species:S:1:pos:R:3:forces:R:3:lowdin_spin:R:1
C 0.078961 -0.910591 0.191712 0.142 0.162 -1.036 0.0109
C -1.202923 -0.714942 -0.684115 0.647 0.905 0.450 0.0407
C -1.071844 0.361566 -1.754053 0.168 -0.544 -0.059 0.0923
C -0.440913 0.143495 -2.904513 0.152 -0.026 0.213 0.4982
N 0.743302 0.374680 0.418843 -0.713 0.161 1.160 0.0040
C 0.593444 0.778974 1.893761 0.645 -0.728 -0.252 0.0035
O 1.195066 -0.018420 2.787050 0.141 0.271 -0.125 0.0019
H 0.731420 -1.608783 -0.331382 0.226 -0.043 -0.133 0.0134
H -0.174341 -1.388172 1.141301 -0.030 0.018 0.083 0.0011
H -1.949075 -0.372256 0.045952 -0.354 -0.293 -0.366 0.0048
H -1.514786 -1.599223 -1.245684 -0.028 -0.284 0.541 0.0343
H -1.553400 1.287082 -1.475025 -0.037 0.173 -0.341 0.0232
H -0.394763 0.823006 -3.745149 -0.028 0.381 0.065 0.1637
H 0.170321 -0.750521 -3.014588 -0.386 -0.220 -0.127 0.1018
H 1.741402 0.346447 0.245924 -0.093 -0.380 0.009 0.0050
H 0.966898 1.832719 1.870205 -0.138 0.076 0.165 0.0009
H -0.504649 0.785126 2.057258 -0.315 0.373 -0.248 0.0005
```
Positions in Å, forces in eV/Å.

Output
- Orbital gap (alpha / beta): 2.96 / 7.01 eV
- E_HOMO (alpha / beta): 4.1 / -0.1 eV
- Multiplicity: 2
- Charge: -2
- Relative energy (zero: lowest compared OMol25 entry of this formula, charge and spin): 14.0 kcal per mole


Record 7
Entry from OMol25: a molecular structure, C3HAuFO2 at a distorted geometry (ωB97M-V/def2-TZVPD).

```
8
Properties=species:S:1:pos:R:3:forces:R:3:lowdin_spin:R:1
F -0.588819 0.475774 0.944590 2.290 -1.202 -0.073 0.2721
O 0.136465 -1.221684 -0.422119 0.180 0.118 -0.800 0.2424
O 1.802429 -0.006803 0.478118 -10.088 -6.863 -7.923 0.4152
C -0.893834 -0.647376 -1.019017 1.973 -1.215 2.029 0.5333
C -1.811572 0.161329 -0.758215 -0.171 0.798 -1.075 0.2986
C 0.703123 -0.575022 0.666768 -5.581 0.502 0.128 0.6113
H -2.376176 1.022363 -1.077298 -0.526 0.078 0.527 0.0081
Au 3.028387 0.791420 1.187175 11.924 7.785 7.187 0.6190
```
Positions in Å, forces in eV/Å.

Output
- Orbital gap (alpha / beta): 8.04 / 5.27 eV
- E_HOMO (alpha / beta): -19.9 / -20.5 eV
- Multiplicity: 4
- Charge: +2
- Relative energy (zero: lowest compared OMol25 entry of this formula, charge and spin): 89.1 kcal per mole


Record 8
Entry from OMol25: a molecular structure, C8H24O4RbS4 at a distorted geometry (ωB97M-V/def2-TZVPD).

```
41
Properties=species:S:1:pos:R:3:forces:R:3:lowdin_charge:R:1
Rb -0.166971 -0.493268 -0.112454 -5.235 1.662 -12.612 1.6041
C -0.712179 3.568310 1.272308 -0.173 0.449 0.397 -0.1928
S -1.392572 1.806727 1.119700 -0.176 3.132 1.673 0.8645
O -0.173374 0.962620 1.151411 0.179 8.568 8.286 -0.8466
C -2.161332 1.869225 2.712122 0.353 0.535 0.112 -0.2438
H 0.323039 3.572398 0.931119 -0.780 0.163 0.941 0.0186
H -0.708671 3.960471 2.289313 -0.163 -0.500 0.221 0.0579
H -1.242620 4.329135 0.699704 -0.239 -0.339 -0.354 0.0684
H -1.517164 2.411429 3.404345 -0.009 -0.707 0.419 0.0579
H -2.438875 0.843204 2.953696 -0.196 0.310 0.371 0.0555
H -2.995602 2.542384 2.514787 -0.469 -0.349 0.186 0.0697
C -0.845978 -4.255391 2.077568 -0.519 0.502 -0.081 -0.2358
S 0.200733 -2.758951 2.292640 -0.441 0.551 0.446 0.9663
O 0.093018 -1.953561 0.963106 -1.484 -12.851 12.852 -1.0231
C -0.809002 -1.825165 3.591055 0.216 -1.344 0.280 -0.2138
H -1.697503 -3.956280 1.466401 0.146 0.144 -0.291 0.0544
H -1.307690 -4.701428 2.958459 0.581 0.189 0.384 0.0593
H -0.250611 -4.997484 1.545647 0.048 0.156 0.080 0.0523
H -0.468192 -2.265273 4.528197 -0.137 -0.466 0.048 0.0432
H -1.867626 -2.056254 3.472715 0.019 0.175 -0.142 0.0527
H -0.637033 -0.770754 3.807267 0.328 0.098 -1.140 0.0460
C 2.257153 -0.533693 -2.541661 0.086 -0.679 0.325 -0.2442
S 2.554341 -1.885927 -1.328079 -0.984 0.711 -2.251 0.9478
O 1.438931 -1.621249 -0.373272 10.085 -4.827 -3.026 -0.9110
C 1.963975 -3.214015 -2.456738 0.961 -0.756 1.340 -0.2223
H 2.228424 0.365738 -1.926599 1.009 0.186 -0.392 0.0235
H 1.258188 -0.556067 -2.977140 -0.050 -0.704 0.009 0.0463
H 3.008664 -0.708729 -3.311529 0.100 0.984 -0.011 0.0607
H 0.891680 -3.408131 -2.432114 -0.049 0.764 -0.178 0.0699
H 2.390533 -4.057663 -1.914165 0.050 -0.483 -0.398 0.0387
H 2.423985 -3.172589 -3.444042 -0.181 0.163 0.086 0.0615
C 0.719060 2.911037 -1.205864 0.826 -1.620 -0.497 -0.2373
S -0.920826 2.310114 -1.790893 -1.263 -1.076 -0.759 0.9338
O -1.279419 0.947837 -1.080687 -2.166 6.892 -6.587 -0.9736
C -0.507787 2.013279 -3.633137 1.698 -0.359 1.075 -0.1824
H 0.846026 2.919939 -0.123325 -0.515 -0.090 -1.087 0.0041
H 0.923430 3.884173 -1.652341 -0.075 -0.149 -0.028 0.0829
H 1.477298 2.160501 -1.429184 0.146 0.229 -0.821 0.0415
H -1.283145 1.656033 -4.310853 -0.491 0.699 0.583 0.0663
H 0.296806 1.288563 -3.757739 -0.114 -0.641 0.707 0.0249
H 0.088888 2.868754 -3.949742 -0.921 0.680 -0.167 0.0540
```
Positions in Å, forces in eV/Å.

Output
- Orbital gap: 8.37 eV
- E_HOMO: -10.4 eV
- Charge: +1
- Relative energy (zero: lowest compared OMol25 entry of this formula, charge and spin): 369.9 kcal per mole